Entry 1:
{
  "formula": "C49H62Cl2F8O42",
  "method": "ωB97M-V/def2-TZVPD",
  "max_force_ev_per_a": 8.457,
  "elements": ["C", "C", "C", "O", "C", "O", "O", "H", "H", "H", "H", "H", "H", "C", "C", "C", "O", "C", "O", "O", "H", "H", "H", "H", "H", "H", "C", "C", "C", "O", "C", "O", "O", "H", "H", "H", "H", "H", "H", "C", "C", "C", "O", "C", "O", "O", "H", "H", "H", "H", "H", "H", "C", "C", "C", "O", "C", "O", "O", "H", "H", "H", "H", "H", "H", "C", "C", "C", "O", "C", "O", "O", "H", "H", "H", "H", "H", "H", "C", "Cl", "Cl", "H", "H", "C", "C", "O", "C", "O", "O", "F", "H", "H", "H", "C", "C", "O", "C", "O", "O", "F", "H", "H", "H", "C", "C", "O", "C", "O", "O", "F", "H", "H", "H", "C", "C", "O", "C", "O", "O", "F", "H", "H", "H", "C", "C", "O", "C", "O", "O", "F", "H", "H", "H", "C", "C", "O", "C", "O", "O", "F", "H", "H", "H", "C", "C", "O", "C", "O", "O", "F", "H", "H", "H", "C", "C", "O", "C", "O", "O", "F", "H", "H", "H"],
  "xyz": [[3.439701, 3.283731, -1.316487], [3.788151, 4.079331, -0.047827], [5.052011, 3.647331, 0.686123], [5.656361, 4.908671, 0.928523], [5.011191, 5.962271, 0.322953], [5.367891, 7.100691, 0.340393], [4.005481, 5.421921, -0.443107], [3.033681, 2.347601, -0.933217], [4.308041, 2.967901, -1.894707], [2.615761, 3.719251, -1.881767], [2.901871, 4.019241, 0.583843], [5.732401, 3.024771, 0.105093], [4.769071, 3.131991, 1.603973], [-4.718419, -2.606829, -4.217427], [-4.830969, -1.939669, -2.851907], [-3.553519, -2.116049, -2.010887], [-2.878409, -0.883859, -2.431997], [-3.725209, 0.072441, -2.822497], [-3.414099, 1.229081, -2.974277], [-4.990949, -0.452379, -2.995397], [-4.039819, -2.167069, -4.948327], [-5.665349, -2.404609, -4.717957], [-4.515089, -3.677649, -4.207637], [-5.649529, -2.432409, -2.327237], [-3.001959, -2.894399, -2.538187], [-3.699269, -2.183929, -0.932817], [1.465781, 2.676651, -5.955477], [0.103131, 2.012731, -6.104797], [-0.541019, 2.287881, -7.447217], [-1.056889, 1.044121, -7.804547], [-0.699309, 0.121071, -6.967067], [-1.027979, -1.070119, -7.071767], [0.160661, 0.638681, -6.050297], [2.198601, 2.349831, -6.693217], [1.916241, 2.599821, -4.965887], [1.394691, 3.763331, -6.001967], [-0.463789, 2.265981, -5.208937], [0.192461, 2.754751, -8.104577], [-1.272679, 3.071351, -7.249867], [-0.856199, -2.234839, 7.974123], [-1.732599, -2.493279, 6.775283], [-2.518639, -1.210089, 6.369333], [-1.969339, -0.738029, 5.251513], [-0.938209, -1.599419, 4.890223], [-0.316459, -1.448519, 3.794413], [-0.847639, -2.627369, 5.724883], [0.016501, -1.627549, 7.733923], [-0.473359, -3.103129, 8.510413], [-1.492109, -1.792179, 8.740773], [-2.305299, -3.420689, 6.781023], [-2.394349, -0.390379, 7.076953], [-3.548759, -1.526849, 6.206193], [-1.181939, 6.867331, 1.903723], [0.300851, 6.932511, 2.533473], [1.414851, 6.322051, 1.719923], [2.434381, 7.292841, 1.887523], [1.878601, 8.450411, 2.096103], [2.539781, 9.463951, 1.930233], [0.684201, 8.311131, 2.506323], [-1.012759, 7.008321, 0.836203], [-1.697009, 7.752051, 2.277993], [-1.506739, 5.826921, 1.915313], [0.299141, 6.586681, 3.567153], [1.177431, 6.120041, 0.675453], [1.834451, 5.486041, 2.279503], [0.186481, 1.122531, -1.796937], [0.391971, 0.461941, -0.438817], [-0.677029, 0.675061, 0.596553], [-1.013309, -0.693059, 1.011093], [-0.440659, -1.619309, 0.242543], [-0.522659, -2.833449, 0.586243], [0.310731, -0.911629, -0.669617], [-0.804329, 0.869111, -2.173987], [0.763081, 0.643231, -2.588077], [0.400551, 2.180471, -1.645177], [1.418551, 0.624271, -0.110357], [-1.585819, 1.132201, 0.205113], [-0.383579, 1.174141, 1.520083], [3.904051, -0.865489, -5.263237], [2.243261, -1.454629, -4.804367], [4.488771, 0.637241, -4.496867], [4.683581, -1.620209, -5.159167], [3.906721, -0.628519, -6.327167], [-1.253129, -4.067969, -4.839187], [-0.090299, -4.763879, -5.581127], [-0.368509, -6.112669, -5.460417], [-1.725899, -6.298629, -5.426027], [-2.336789, -7.452749, -5.591297], [-2.321499, -5.046259, -5.114947], [1.124531, -4.502269, -4.982497], [-1.335459, -3.048929, -5.217197], [-1.058509, -3.941099, -3.774237], [-0.004879, -4.434069, -6.616517], [-0.435859, -5.753439, -0.863057], [-0.863339, -7.286629, -0.684567], [-1.995679, -7.414989, -1.545437], [-2.482359, -6.114079, -1.725957], [-3.514019, -5.703819, -2.249747], [-1.626389, -5.151739, -1.134327], [-1.261179, -7.658209, 0.585933], [0.110741, -5.600979, -1.793697], [0.137031, -5.271389, -0.070887], [-0.083979, -7.920339, -1.107777], [2.889461, 0.783661, 2.772053], [2.399461, 1.256481, 4.068213], [1.456911, 2.218891, 3.782883], [1.580731, 2.582881, 2.385743], [0.901201, 3.390681, 1.881193], [2.642801, 1.898631, 1.976993], [3.382471, 1.650311, 4.903463], [2.422701, -0.143269, 2.438813], [3.932051, 0.539841, 2.976153], [1.950961, 0.438211, 4.631583], [3.549421, -5.406169, 3.430073], [4.008391, -5.722219, 4.815253], [2.892111, -5.245219, 5.517593], [1.844801, -5.134039, 4.762023], [0.654101, -5.009249, 5.092893], [2.157611, -5.567619, 3.550403], [5.068471, -5.063369, 5.087333], [3.999461, -6.009499, 2.641693], [3.823431, -4.395049, 3.129003], [4.243151, -6.765099, 5.028273], [-2.297729, -4.365689, 3.233593], [-3.053329, -5.498049, 2.592453], [-3.643019, -4.926779, 1.532353], [-3.628679, -3.571579, 1.669023], [-4.328779, -2.820509, 1.124273], [-3.080289, -3.235699, 2.883933], [-3.970599, -5.947229, 3.426283], [-1.243469, -4.362839, 2.956793], [-2.452959, -4.531639, 4.299643], [-2.360329, -6.290099, 2.308733], [-1.871429, 3.641561, 4.741093], [-2.195599, 3.880841, 6.117073], [-3.400289, 4.570841, 5.972353], [-3.365649, 5.275911, 4.767793], [-4.274819, 5.840021, 4.257463], [-2.305719, 4.871021, 4.070663], [-1.415769, 4.715411, 6.777463], [-2.425979, 2.827451, 4.274403], [-0.782789, 3.591331, 4.762263], [-2.250909, 2.930891, 6.648693], [4.195811, -1.824709, -1.524837], [4.118261, -1.280879, -0.132637], [3.373981, -2.118369, 0.624733], [2.855831, -2.984599, -0.258597], [2.230541, -3.945869, 0.199123], [3.167731, -2.775409, -1.574577], [3.698401, -0.058869, -0.166177], [5.112611, -2.405589, -1.625547], [4.142011, -1.074429, -2.313697], [5.087041, -1.316339, 0.365673], [-3.229419, 4.732351, -3.236847], [-2.724649, 6.142101, -3.055027], [-2.296959, 6.425941, -4.385647], [-1.869839, 5.269361, -4.941787], [-1.183609, 5.153771, -5.921167], [-2.242839, 4.311751, -4.161957], [-1.803059, 6.100721, -2.045417], [-4.163279, 4.750871, -3.798697], [-3.418779, 3.974341, -2.476807], [-3.544019, 6.798751, -2.762547]],
  "forces_ev_per_angstrom": [[-0.12, -0.93, 1.25], [-0.86, -0.84, -1.93], [-0.64, 0.72, -0.29], [0.57, 0.71, 0.95], [0.51, -0.36, -0.94], [-0.55, -1.40, 0.17], [0.40, 1.05, 0.90], [-0.12, -0.32, -0.04], [-0.03, 0.58, -0.29], [0.42, 0.31, -0.16], [0.14, 0.33, 0.23], [-0.03, 0.04, -0.13], [0.39, 0.20, 0.14], [-0.77, 0.82, -0.86], [0.41, -0.40, 0.07], [-0.43, 1.23, -2.38], [0.82, 0.15, 0.91], [-1.00, -0.05, 0.14], [-0.42, -0.94, -0.03], [1.28, -1.19, 0.45], [0.66, 0.31, 0.51], [-0.30, -0.47, 0.00], [-0.19, 0.02, 0.44], [-0.41, 0.82, 0.01], [0.18, -0.32, 1.04], [0.31, 0.04, -0.21], [0.38, 0.38, 0.40], [1.15, 1.90, 1.21], [0.25, 2.17, 1.59], [-1.32, 0.72, -1.91], [0.51, -3.97, 0.49], [0.94, 3.08, 0.75], [-0.17, -2.99, -0.32], [-0.10, -0.12, -0.10], [-0.13, -0.78, 0.13], [-0.47, 0.10, -0.59], [-0.56, 0.67, -0.33], [-0.04, -0.78, -0.65], [-0.58, -0.40, -0.54], [-0.65, -0.55, 1.74], [0.37, 0.80, 1.06], [-1.82, -1.24, 3.08], [3.07, -0.51, -3.37], [1.03, 0.97, -5.44], [-1.89, -0.49, 4.97], [1.31, 0.41, -2.74], [-0.34, 0.31, -0.10], [0.05, -0.43, -0.57], [0.21, 0.57, 0.10], [-0.29, 0.27, 0.46], [-0.61, -0.44, 0.75], [-0.29, 0.57, 0.08], [3.38, -0.13, -0.45], [-2.58, 0.07, -0.94], [0.71, -0.85, 1.55], [1.21, -2.11, -1.38], [4.37, 3.53, -0.92], [-1.79, -0.81, 0.60], [-3.41, 0.82, 1.18], [-0.03, 0.48, -0.19], [-0.70, -0.83, 0.27], [-0.82, 0.46, 0.88], [0.03, 0.09, 0.04], [0.13, 0.01, 0.00], [-0.42, -0.47, -0.73], [-0.35, -0.36, 0.39], [0.40, 0.26, -1.11], [-0.85, -0.89, 0.99], [-0.68, 0.81, 0.11], [0.31, -1.52, 2.72], [0.58, 4.39, -2.86], [0.08, -4.45, -0.55], [-0.50, 0.71, 0.42], [0.89, 0.29, 0.34], [-0.25, 0.11, -0.66], [-0.09, 0.39, 0.40], [0.07, 0.04, -0.09], [0.04, 0.07, -0.24], [-0.17, -0.01, -0.96], [1.59, 0.54, -0.03], [-0.40, -0.36, 0.29], [-0.46, -0.14, 0.61], [-0.49, -0.04, 0.15], [0.88, -1.01, -0.73], [0.24, 1.64, 1.08], [-1.06, -1.46, -0.53], [-3.10, -3.92, 0.12], [3.76, 7.51, 1.02], [0.93, -1.16, -0.40], [-0.55, -0.32, -0.12], [-1.04, -0.27, -0.55], [-0.08, -0.63, 0.20], [-0.01, -0.24, -0.11], [0.99, -1.89, 0.13], [0.66, 1.07, -0.89], [-0.18, 2.61, 0.24], [-2.11, 2.55, -0.12], [2.97, -2.27, 1.22], [-3.26, -0.80, -0.78], [0.58, 0.42, -0.81], [0.90, -0.79, 0.07], [-0.40, -0.21, 0.27], [-0.16, -0.45, 0.66], [1.03, -1.00, 0.75], [-1.99, -2.26, 1.93], [-0.49, 1.10, -1.31], [0.87, -1.05, 3.95], [-0.24, 0.11, -0.84], [0.27, 0.54, -3.16], [0.92, 1.37, 0.12], [-0.44, 0.30, -0.28], [0.36, 0.50, -0.92], [-0.57, 0.04, -0.12], [0.79, -0.57, -1.68], [-1.79, -1.41, -1.64], [1.23, 0.75, 3.42], [-5.91, -1.87, 0.12], [3.81, 0.48, -0.37], [-0.04, 0.54, -2.08], [3.15, 2.37, 1.40], [-0.49, -0.49, 0.16], [-0.18, 0.37, 0.43], [-0.69, -0.26, 0.16], [-0.22, -0.58, 1.72], [3.20, -0.11, 0.25], [-0.46, 0.94, -2.69], [-1.24, -0.43, 3.53], [-0.77, 1.40, -2.54], [1.32, -0.53, -1.45], [-1.79, -1.12, 1.31], [-0.09, 0.60, -0.07], [0.65, 0.24, 0.12], [-0.41, -0.32, -0.19], [2.13, 1.10, -2.15], [-2.65, -0.52, 0.76], [-1.49, 0.93, 0.21], [-1.47, -2.10, -0.74], [0.05, 1.01, 1.10], [1.42, -0.91, 0.51], [2.13, 0.81, 0.80], [0.41, -0.22, 0.26], [0.08, -0.41, -1.14], [-0.59, 0.19, 0.42], [1.27, -0.62, -0.75], [4.24, -0.63, 0.07], [-1.10, 0.00, -0.83], [-3.40, -5.32, 1.32], [1.57, 2.42, -2.07], [-1.27, -0.16, 1.98], [-1.70, 3.37, 0.49], [0.33, 0.29, -0.21], [-0.29, -0.01, 0.20], [0.44, 0.57, -0.19], [-0.84, -0.12, -1.23], [-2.29, -0.96, 0.64], [0.53, 1.50, 1.21], [1.45, 0.57, -0.69], [-0.74, 0.36, 0.48], [0.05, -3.63, 0.13], [0.80, 0.81, -0.75], [-0.27, 0.26, -0.01], [0.87, 0.49, 0.42], [0.51, 0.53, -0.21]]
}



Entry 2:
{
  "formula": "C3H4N2O2",
  "method": "ωB97M-V/def2-TZVPD",
  "relative_energy_kcal_mol": 108.4,
  "max_force_ev_per_a": 8.070,
  "smiles": "Nc1c[nH]oc1=O",
  "elements": ["N", "C", "C", "N", "O", "C", "O", "H", "H", "H", "H"],
  "xyz": [[1.888559, -0.876560, -0.123003], [0.594634, -0.531170, -0.077684], [-0.449529, -1.233745, 0.037838], [-1.702290, -0.592875, 0.016515], [-1.440155, 0.713353, -0.253435], [0.105244, 0.884203, 0.049601], [0.843608, 1.847520, 0.151102], [2.451079, -0.167761, -0.062635], [2.186455, -1.835911, 0.280762], [-0.667904, -2.342147, 0.261937], [-2.003225, -0.570849, 1.025482]],
  "forces_ev_per_angstrom": [[-1.80, -6.86, 0.33], [0.82, 3.06, 0.23], [-5.05, -6.19, 1.13], [-0.18, -0.25, 1.46], [3.40, 2.96, 0.86], [1.08, 0.22, -1.69], [-2.93, -1.48, -0.14], [4.43, 4.56, 0.56], [-0.68, 2.72, -0.95], [1.18, 1.63, -0.61], [-0.27, -0.37, -1.17]]
}



Values of E_HOMO, in order: -9.99; -8.62, all in eV.